C72H148Cl3F12N16O30S12 | the ωB97M-V functional and the def2-TZVPD basis

E_LUMO (eV): -3.464
Gap between HOMO and LUMO (Ha): 0.2285
Total charge: +1
2S+1: 1

```
293
Properties=species:S:1:pos:R:3:forces:R:3:lowdin_charge:R:1
C -9.15497 23.38965 14.06276 0.074 1.327 -0.367 -0.044
C -8.06191 24.07735 14.88929 0.732 -0.474 -0.178 -0.166
N -8.33290 24.26042 16.36389 -0.905 -0.085 0.825 -0.257
C -9.55451 25.13578 16.53133 0.249 0.032 -0.400 0.018
C -8.66854 22.88672 16.94018 2.186 -0.085 -0.085 -0.191
C -8.74899 22.68824 18.42350 0.930 1.396 1.450 -0.076
C -7.11051 24.81542 17.06195 -0.492 -0.418 -0.127 -0.079
C -6.47591 26.07575 16.51186 0.299 0.148 -0.593 -0.227
O -7.35044 27.15745 16.62704 0.141 0.898 0.854 -0.191
C -6.72617 28.47035 16.68893 -1.791 -0.751 -1.245 -0.046
H -10.04202 24.03855 13.96460 0.047 -0.562 0.482 0.075
H -9.36512 22.37687 14.36690 -0.300 -0.110 0.254 0.075
H -8.78704 23.35149 13.03568 0.271 -0.115 0.042 0.087
H -7.84775 25.08443 14.52042 -0.115 -0.234 -0.132 0.124
H -7.12786 23.46906 14.80772 -0.562 0.525 0.228 0.142
H -9.40706 25.88162 15.76824 -0.426 0.608 -0.037 0.092
H -9.59803 25.60563 17.52423 0.129 -0.481 -0.313 0.092
H -10.42635 24.51239 16.29334 0.127 0.312 0.248 0.041
H -7.80753 22.28576 16.52706 -1.209 0.035 0.349 0.152
H -9.64444 22.63759 16.60541 -0.597 -0.514 -1.025 -0.016
H -7.87588 23.06510 19.01901 -0.593 -0.110 -0.663 0.079
H -8.71505 21.63815 18.58179 -0.136 -0.954 -0.013 0.054
H -9.64664 23.05317 18.94724 0.255 -0.016 -0.771 0.059
H -6.42275 23.96813 17.03758 0.339 0.252 0.038 0.140
H -7.38042 25.00961 18.10823 -0.130 -0.081 -0.345 0.131
H -6.11086 26.04766 15.46753 -0.090 -0.505 0.269 0.132
H -5.59251 26.19450 17.13210 0.341 0.209 0.246 0.129
H -6.19356 28.63749 15.75392 0.078 0.236 -0.051 0.090
H -6.09411 28.66985 17.51814 0.714 -0.457 0.966 0.075
H -7.58978 29.13885 16.78121 0.352 0.018 -0.253 0.095
C -14.27308 21.91384 13.10978 0.939 -1.006 -0.682 -0.061
C -14.24590 22.73463 14.34631 0.715 0.276 0.385 -0.250
N -15.45240 23.54777 14.65487 -1.043 -1.272 0.379 -0.243
C -15.08667 24.36838 15.86129 0.214 0.749 -1.625 0.003
C -15.82649 24.41883 13.47067 1.043 0.519 0.552 -0.150
C -16.79109 25.51412 13.85585 0.999 1.636 -0.806 -0.052
C -16.71558 22.74162 15.02188 -0.329 -0.172 -0.799 -0.066
C -16.57815 21.62622 16.02146 1.031 -0.674 0.745 -0.199
O -16.26264 22.07572 17.32588 -0.661 0.079 0.614 -0.206
C -17.41939 22.07904 18.16382 0.259 0.148 1.404 -0.096
H -14.13664 22.49847 12.20705 -0.562 0.170 -0.230 0.080
H -15.11761 21.22933 13.05579 -0.141 0.067 -0.221 0.081
H -13.35686 21.27695 13.09421 -0.625 0.323 0.345 0.105
H -13.48534 23.52117 14.24837 0.202 -0.496 0.280 0.103
H -14.01563 22.11515 15.22304 0.012 0.468 -0.191 0.047
H -14.47939 25.21870 15.46645 -0.627 -0.487 0.553 0.103
H -14.50144 23.79621 16.54886 0.307 -0.555 0.291 0.062
H -16.05571 24.58714 16.24650 -0.225 1.017 0.878 0.074
H -16.26113 23.78462 12.70535 0.095 -0.234 -0.002 0.128
H -14.84462 24.84189 13.10039 -1.209 -0.304 0.362 0.125
H -16.36643 26.27629 14.51985 0.248 -0.347 -0.008 0.065
H -17.73574 25.27062 14.28298 -0.746 -0.597 0.043 0.059
H -16.92763 26.09200 12.93226 -0.376 -0.177 0.105 0.102
H -17.10013 22.23543 14.12109 0.252 0.563 -0.014 0.143
H -17.44457 23.49585 15.34509 0.077 -0.346 -0.068 0.125
H -15.73588 20.97006 15.76489 -0.130 0.079 -0.320 0.126
H -17.46389 20.95231 16.05132 0.217 0.709 -0.305 0.145
H -17.16242 22.47180 19.20011 -0.037 -0.317 -1.435 0.113
H -17.78755 21.05003 18.31150 0.026 0.154 -0.163 0.077
H -18.22812 22.69485 17.76611 0.048 0.031 -0.066 0.085
C -17.25755 27.99385 21.77802 -0.843 -0.219 -0.787 -0.067
C -17.70914 29.30419 22.38888 2.250 1.380 0.354 -0.105
N -17.00058 29.70727 23.72347 -2.290 0.526 1.335 -0.257
C -15.56893 29.93689 23.59611 1.616 1.136 -2.269 -0.030
C -17.73049 30.99731 24.24326 0.942 0.351 -1.911 -0.088
C -17.73400 32.09988 23.11622 0.582 0.505 1.620 -0.053
C -17.06914 28.62896 24.77887 -0.584 -0.220 -0.373 -0.122
C -18.38636 27.85776 25.01132 0.765 0.470 2.704 -0.166
O -19.40711 28.60251 25.68067 -0.246 0.654 -0.070 -0.206
C -19.23173 28.69926 27.09786 0.403 0.177 -0.328 -0.097
H -17.66438 27.14501 22.29596 -0.311 -0.385 0.337 0.046
H -16.20442 27.72266 21.64646 0.024 0.912 0.240 0.065
H -17.74548 28.01721 20.78474 0.490 -0.296 0.562 0.066
H -18.76627 29.39826 22.59103 -0.287 -0.447 0.081 0.136
H -17.44339 30.18049 21.75725 -0.211 -0.899 0.086 0.124
H -15.02505 30.15648 24.50445 -0.499 -0.267 0.640 0.120
H -15.35804 30.82173 22.96999 -0.368 -0.399 0.137 0.073
H -15.06123 29.10739 23.08083 -0.419 0.066 0.352 0.099
H -17.18950 31.33141 25.11831 0.341 -0.045 0.093 0.120
H -18.74313 30.76712 24.56030 0.030 -0.478 -0.184 0.117
H -16.94061 32.06395 22.38253 0.138 -0.622 -0.215 0.058
H -17.50599 33.08308 23.54811 -0.346 -0.219 0.349 0.088
H -18.68609 32.19563 22.64311 -0.577 -0.180 -0.439 0.072
H -16.63155 29.07289 25.69427 -0.452 -0.330 -0.393 0.143
H -16.37129 27.93874 24.34507 0.381 -0.973 0.445 0.020
H -18.12426 27.11122 25.81525 0.285 -0.052 -1.413 0.127
H -18.78385 27.37149 24.13343 -0.144 0.044 -0.156 0.117
H -18.98110 27.70730 27.49609 -0.009 0.217 0.133 0.089
H -20.13053 29.07506 27.56436 -0.609 -0.261 -0.264 0.084
H -18.49084 29.45165 27.42855 0.274 -0.432 -0.484 0.087
C -12.63234 19.34018 18.20435 0.823 -0.458 0.513 -0.087
C -13.42655 18.18000 18.76230 0.012 -0.296 -0.882 -0.141
N -14.35788 18.53670 19.90576 0.301 -1.328 -0.545 -0.237
C -14.94866 19.83392 19.73573 -0.193 0.475 -0.634 -0.013
C -15.52862 17.55910 19.98443 -0.118 -0.855 -0.799 -0.126
C -16.68063 17.73441 18.96152 0.084 -0.018 0.970 -0.051
C -13.51977 18.41253 21.16433 0.381 0.739 -0.896 -0.081
C -13.98083 19.17810 22.35560 -1.476 -1.515 -0.016 -0.188
O -15.28515 18.68060 22.60016 -0.363 -0.718 0.212 -0.238
C -15.92099 19.03816 23.80987 0.292 -0.019 0.718 -0.110
H -12.11776 19.88780 18.98262 0.366 -0.012 0.267 0.042
H -13.17212 20.09984 17.68264 -0.593 0.210 -0.565 0.010
H -11.85317 18.91931 17.55061 -0.284 0.253 0.143 0.105
H -12.75186 17.37886 19.08419 -0.294 0.248 0.277 0.117
H -13.99715 17.76410 17.93268 -0.492 -0.028 0.201 0.129
H -15.44761 19.85918 18.77742 -0.036 0.246 -0.172 0.097
H -14.21931 20.60584 19.77954 0.546 0.650 0.096 0.088
H -15.64965 19.88744 20.52499 -0.905 0.691 0.772 0.107
H -15.91831 17.65999 20.99234 0.094 -0.141 -0.092 0.116
H -15.07745 16.57518 19.83590 -0.028 0.022 0.258 0.140
H -17.20195 18.68867 19.16523 -0.004 -0.687 -0.450 0.074
H -17.36680 16.88097 19.06468 0.024 0.385 0.650 0.093
H -16.41904 17.59720 17.92922 0.610 0.592 -0.597 0.067
H -12.48600 18.63506 20.86160 -0.530 0.173 0.319 0.113
H -13.56451 17.37232 21.38937 0.179 -0.703 0.291 0.124
H -14.14169 20.21269 22.23095 0.719 1.439 -0.133 0.093
H -13.32404 18.88654 23.14971 0.561 0.406 0.735 0.108
H -15.40447 18.65673 24.73378 -0.339 0.234 -0.988 0.065
H -16.92458 18.61081 23.71174 0.121 0.237 0.273 0.092
H -15.95400 20.13329 23.90024 -0.166 -0.115 0.053 0.065
C -15.68148 31.67257 16.79741 0.906 -0.119 -1.239 -0.038
C -14.53666 32.60407 17.18544 -0.730 1.241 -0.011 -0.126
N -13.29716 32.65027 16.28516 0.592 -1.207 -0.575 -0.249
C -12.66078 33.97379 16.50039 -0.574 0.735 -1.579 0.012
C -12.32611 31.59146 16.75939 0.024 -0.100 1.521 -0.147
C -12.96375 30.22699 16.89643 -0.340 0.510 -0.625 -0.090
C -13.56897 32.38773 14.81068 0.346 1.097 0.463 -0.073
C -14.19920 33.53702 14.05408 -0.886 -0.388 -0.756 -0.197
O -15.36949 34.00092 14.68167 -0.128 0.294 0.341 -0.198
C -16.38099 34.63992 13.90944 -0.763 0.150 -0.136 -0.074
H -16.01173 31.90350 15.77781 -0.134 -0.185 0.320 0.088
H -16.49338 31.80951 17.45552 -0.983 0.627 0.796 0.065
H -15.50331 30.59658 16.89321 0.310 0.408 -0.252 0.055
H -14.20221 32.40884 18.19443 0.417 -0.228 0.161 0.086
H -14.85731 33.67915 17.19828 -0.197 -1.167 -0.150 0.138
H -11.78343 34.17276 15.82987 -0.642 -0.641 0.770 0.135
H -12.44185 34.05049 17.55016 0.228 0.235 0.318 0.100
H -13.46052 34.66548 16.19290 0.582 0.230 0.414 0.103
H -12.10355 31.91766 17.79584 0.186 -0.138 -0.526 0.119
H -11.37022 31.55876 16.20271 -0.770 0.416 -0.190 0.148
H -13.35675 29.84405 15.95300 0.336 -0.068 -0.001 0.064
H -13.78691 30.25214 17.60781 0.516 0.009 -0.174 0.020
H -12.19011 29.60480 17.30131 0.204 -0.642 -0.077 0.077
H -14.10051 31.47543 14.67885 -0.593 -0.595 0.274 0.104
H -12.59831 32.22605 14.37193 0.455 -0.082 -0.196 0.138
H -14.46167 33.11685 13.07552 0.104 -0.014 -0.085 0.139
H -13.48329 34.31969 13.85400 0.290 0.555 0.144 0.122
H -17.35479 34.36769 14.34673 0.410 -0.211 -0.148 0.096
H -16.38773 34.36170 12.84880 0.228 -0.308 0.200 0.092
H -16.39285 35.73948 13.92858 0.710 -0.156 0.244 0.087
C -7.19449 18.94501 24.03493 -0.030 -1.080 -0.585 -0.018
C -6.35629 18.99590 22.76079 0.144 -0.152 0.745 -0.126
N -5.59561 20.30748 22.59555 0.626 -0.813 -0.514 -0.258
C -4.87657 20.15507 21.29188 -1.256 -0.307 0.916 0.045
C -6.50171 21.46597 22.62122 0.887 0.437 -0.331 -0.207
C -7.50359 21.53636 21.54547 -1.450 -1.151 -0.609 -0.054
C -4.66115 20.58042 23.71976 0.918 -0.787 -0.040 -0.116
C -3.65898 19.51402 24.08769 0.171 0.310 0.747 -0.207
O -2.71415 19.23140 23.10046 0.582 -0.418 -0.227 -0.200
C -1.74022 20.21231 22.76407 -1.260 -0.003 -0.051 -0.071
H -7.91446 18.10584 23.93252 0.568 0.319 0.145 0.095
H -7.80605 19.81618 24.16488 -0.256 0.496 0.116 0.061
H -6.57206 18.79357 24.90621 -0.034 -0.014 0.346 0.081
H -7.01193 18.84391 21.89547 0.600 0.261 0.164 0.080
H -5.53610 18.24764 22.75826 -0.789 0.168 -0.028 0.141
H -4.42542 21.09826 21.11635 0.954 0.637 -0.430 0.105
H -5.68946 19.99279 20.60524 0.228 -0.223 -0.652 0.063
H -4.23713 19.28761 21.40508 0.317 0.290 -0.412 0.112
H -5.88613 22.37097 22.61712 0.157 -0.122 -0.045 0.155
H -6.85609 21.36279 23.60747 -1.036 0.539 0.625 0.040
H -7.08943 21.57611 20.52732 -0.092 -0.142 0.423 0.085
H -8.08984 22.41161 21.69443 -0.195 0.760 0.106 0.032
H -8.28315 20.73249 21.60717 0.861 0.381 -0.142 0.096
H -5.23710 20.80471 24.60093 -0.319 0.283 0.252 0.092
H -4.01142 21.43524 23.48523 -0.775 0.158 -0.236 0.140
H -4.02630 18.53776 24.39038 -0.493 0.050 -0.011 0.132
H -3.25715 19.98306 25.00497 0.565 -0.400 -0.143 0.140
H -1.28737 19.83027 21.86902 0.703 -0.258 -0.154 0.089
H -1.03902 20.37593 23.58524 0.001 0.146 -0.161 0.101
H -2.25032 21.12337 22.42428 0.326 0.256 0.421 0.077
C -16.11476 22.79088 26.08391 -0.254 0.137 0.432 -0.004
N -14.87419 23.22446 26.71196 0.651 -1.020 2.462 -0.095
C -14.03190 23.99460 26.09033 1.472 0.565 -0.816 -0.072
C -12.76910 24.27751 26.62195 0.185 0.272 -0.477 0.053
C -12.39660 23.78350 27.86040 -0.067 0.207 0.107 -0.113
C -13.33694 22.99033 28.56262 -0.107 0.079 -0.419 0.030
C -14.53655 22.70515 27.95767 0.214 0.733 -1.378 -0.016
C -11.04378 24.11331 28.40275 1.279 0.534 -0.054 -0.106
C -10.31267 23.24427 29.22333 -0.285 0.457 -0.499 0.024
C -9.02968 23.48870 29.66018 0.288 1.925 0.300 0.011
N -8.49119 24.72476 29.37920 0.019 -1.230 -1.207 -0.061
C -9.12819 25.58439 28.51948 0.627 -0.871 1.449 0.010
C -10.37312 25.30893 28.02493 -1.049 -0.337 0.326 0.034
C -7.13236 25.11151 29.85418 0.404 -0.733 0.371 0.008
H -16.26029 23.43803 25.22275 -0.201 -0.115 -0.155 0.025
H -16.90170 22.97996 26.83593 0.105 -0.467 -0.593 0.114
H -15.95687 21.73563 25.81645 -0.322 0.267 0.096 0.070
H -14.33009 24.38892 25.11608 -0.025 0.009 0.172 -0.017
H -12.10487 24.85008 25.94840 -0.313 -0.419 0.639 0.106
H -13.13319 22.58590 29.55172 -0.035 0.060 -0.273 0.130
H -15.29332 22.07082 28.34818 -0.283 -0.438 0.526 0.130
H -10.74525 22.32288 29.47357 -0.444 -1.225 0.346 0.117
H -8.46778 22.81784 30.33162 -0.295 0.487 -0.713 0.154
H -8.54741 26.48429 28.41171 -0.311 0.309 -0.564 0.147
H -10.90531 26.04298 27.42790 0.335 -0.065 -0.055 0.133
H -6.74409 24.29436 30.49440 -0.334 0.611 -0.332 0.111
H -7.27660 26.01541 30.41169 0.061 0.387 0.595 0.091
H -6.35402 25.32029 29.08949 -1.065 -0.456 -0.081 0.093
C -11.39439 20.97616 22.99606 0.625 -0.719 0.212 -0.004
N -12.21493 21.88123 22.17200 0.668 -1.458 -0.652 -0.061
C -13.24962 22.46612 22.74846 -0.752 2.035 0.241 -0.033
C -13.94288 23.43367 22.01436 0.691 -0.228 -0.605 0.034
C -13.53483 23.69163 20.69394 0.264 -1.335 0.613 -0.138
C -12.72186 22.79083 20.02456 1.606 -0.436 0.602 -0.025
C -11.98916 21.95058 20.82833 -0.118 -0.923 0.588 -0.029
C -13.85648 24.83832 19.89734 -1.173 0.868 0.395 -0.158
C -12.95739 25.26651 18.95072 2.034 0.092 -1.021 0.035
C -13.33689 26.18592 17.99054 -0.375 -0.771 1.347 0.024
N -14.55884 26.69699 18.13083 -0.716 1.578 -0.134 -0.054
C -15.38277 26.51193 19.20310 1.131 -1.331 -0.100 0.000
C -15.05527 25.49890 20.09551 0.159 1.175 -1.147 0.069
C -15.03013 27.56152 17.03496 -0.374 -0.490 -0.770 0.007
H -10.48994 21.46663 23.35497 0.126 0.248 -0.533 0.083
H -11.15142 20.05779 22.42701 -0.018 0.608 0.241 0.087
H -11.90507 20.69612 23.92302 -0.426 0.025 -0.292 -0.023
H -13.38090 22.30075 23.83563 -0.032 -0.168 -0.790 0.098
H -14.68231 24.06887 22.46656 -0.118 0.066 0.428 -0.034
H -12.43905 22.87446 18.95780 -0.411 -0.270 0.540 -0.013
H -11.21648 21.26369 20.46816 -0.202 0.514 0.089 0.124
H -11.91078 24.89107 18.95910 -1.008 0.245 -0.206 0.119
H -12.78599 26.50609 17.11658 0.214 -0.153 0.161 0.135
H -16.30252 27.06179 19.25129 -0.005 0.262 -0.295 0.092
H -15.67818 25.22787 20.91662 -0.540 0.055 0.400 0.093
H -15.42362 28.48871 17.41217 -0.301 0.125 0.278 0.068
H -15.82318 26.95490 16.56835 0.170 0.728 -0.132 0.084
H -14.23224 27.79705 16.30221 -0.433 -0.466 0.663 0.079
N -13.71597 26.94216 13.02015 -1.024 1.588 -0.560 -0.291
S -12.32465 26.85869 13.69851 0.420 -1.597 2.760 0.504
O -11.22376 27.41697 13.01605 0.686 -0.425 -0.504 -0.249
O -12.22162 25.56834 14.40787 0.004 1.890 -1.441 -0.332
F -12.49427 27.90461 14.93647 0.128 -0.448 0.121 -0.238
S -14.18256 28.46763 12.67548 0.940 0.571 1.870 0.517
O -15.12940 28.47360 11.65020 -0.859 -0.304 -1.415 -0.240
O -13.16187 29.46550 12.79977 -0.023 -0.463 -0.785 -0.290
F -15.05757 28.89064 13.96372 -0.161 -0.801 0.173 -0.207
N -9.60752 25.77684 22.24350 -2.513 1.162 2.581 -0.293
S -11.10357 25.86933 22.93572 0.689 -2.226 -2.314 0.590
O -11.22769 24.77250 23.91501 -0.604 1.981 -1.458 -0.316
O -12.13844 26.17828 21.93480 1.520 -0.948 2.244 -0.280
F -10.95787 27.14809 23.77895 0.301 0.407 0.287 -0.131
S -9.41588 24.85022 21.03775 -1.075 1.265 0.109 0.431
O -9.68485 25.53686 19.80435 0.323 -0.737 -0.438 -0.285
O -9.88860 23.50568 21.18236 0.057 -0.036 -0.112 -0.289
F -7.87810 24.79634 21.19143 1.247 -0.495 -0.659 -0.146
N -9.28551 17.97732 21.00749 0.327 -0.265 1.212 -0.315
S -10.18029 16.84207 21.55291 -1.067 0.333 2.238 0.646
O -9.45418 15.72768 22.13475 -1.394 1.516 -1.408 -0.263
O -11.44044 16.72842 20.82141 2.185 -0.833 1.021 -0.314
F -10.65939 17.69972 22.99204 0.454 -1.226 -2.202 -0.261
S -8.74068 18.46875 19.67618 0.707 0.635 -0.952 0.499
O -9.14063 17.78642 18.50102 -0.146 -0.522 -0.217 -0.250
O -7.35477 18.85724 19.81049 -1.180 -0.029 -0.301 -0.298
F -9.55645 19.85803 19.54299 0.358 -0.152 0.258 -0.212
N -13.32173 31.48076 20.13631 -0.062 -3.121 -0.689 -0.336
S -12.99949 32.46656 21.30286 -3.553 0.985 -0.534 0.566
O -11.65667 32.50227 21.67087 1.788 0.456 1.024 -0.236
O -14.08852 32.48760 22.29080 2.064 0.650 -1.539 -0.310
F -13.20104 33.81821 20.27399 0.093 -1.515 1.808 -0.252
S -13.24460 29.85808 20.29006 -0.858 0.022 0.189 0.696
O -14.30766 29.34019 19.34426 2.829 0.664 3.453 -0.341
O -12.99675 29.34193 21.67524 -1.104 1.253 -3.984 -0.300
F -11.85172 29.47908 19.48882 -1.381 0.418 1.027 -0.207
N -18.11538 27.44721 17.99630 3.831 -0.584 -1.310 -0.327
S -18.90078 28.73627 17.95066 -2.582 1.456 -1.811 0.467
O -20.25382 28.44795 17.52038 1.384 1.373 0.191 -0.258
O -18.15848 29.89846 17.54922 -0.383 -0.930 -0.437 -0.260
F -18.93420 28.91031 19.45778 -1.099 1.283 2.855 -0.157
S -18.78185 26.10642 17.84628 -3.630 -3.485 0.539 0.475
O -19.10280 25.61521 16.53437 0.189 0.786 -0.024 -0.280
O -19.74633 25.86205 18.90076 1.079 0.064 -0.941 -0.273
F -17.57726 25.13651 18.17653 0.952 0.068 0.553 -0.191
N -6.64800 22.12551 25.94555 -2.068 2.962 0.375 -0.292
S -5.97161 22.81010 27.32265 -1.733 -2.971 -3.192 0.592
O -6.71589 22.27220 28.44911 1.797 1.314 0.088 -0.309
O -5.60815 24.20149 27.19365 0.072 -1.102 0.920 -0.299
F -4.61909 21.90555 27.10001 -0.948 1.272 1.052 -0.215
S -8.14440 22.94181 25.53277 2.495 -3.257 3.810 0.586
O -8.99715 23.11125 26.73526 1.225 -0.135 -3.178 -0.296
O -8.53934 22.35072 24.30173 -1.231 0.153 0.428 -0.281
F -7.64421 24.32442 25.15913 0.093 1.902 -0.316 -0.128
Cl -13.35947 20.32028 25.78488 -0.233 0.440 0.046 -0.260
Cl -15.63851 25.52771 23.82587 -0.444 0.373 -0.019 -0.013
Cl -11.99731 22.39823 16.82375 -0.058 0.084 -0.120 0.027
```
Positions in Å, forces in eV/Å.